# C5H6F2

2 unconnected molecules or ions with the total composition C5H6F2 (ωB97M-V/def2-TZVPD, OMol25).

The geometry in XYZ format:
```
13
C5H6F2 ωB97M-V/def2-TZVPD
F -2.52 -0.91 -1.60
F 1.32 0.28 -1.52
C -0.73 -0.53 0.28
C 1.38 1.34 -0.70
C -0.20 -1.27 -0.90
C -0.59 0.01 1.65
C -1.44 -0.78 -0.91
H 0.74 -1.80 -1.18
H 1.66 2.26 -1.24
H 1.92 1.03 0.16
H 0.13 0.78 1.68
H -1.56 0.40 2.00
H -0.09 -0.80 2.27
```

Summary:
HOMO level (alpha / beta): -0.19758 / -0.29351 hartree
energy: -10709.3778 eV
net charge: 0